[1]
This record from OMol25 describes a cluster of 12 separate species, C45H119B2F8N8O13S in total in a non-equilibrium geometry. The level of theory is ωB97M-V/def2-TZVPD.

As for the charge: +3. The value obtained for the HOMO-LUMO gap is 3.920 eV. The calculation puts the HOMO energy at -10.35 eV. The lowest unoccupied orbital energy is -6.4351 eV.

Last column: Löwdin charge in e.
CARTESIAN COORDINATES (ANGSTROEM)
S1 -0.766 0.573 0.668  0.307
O1 0.148 -0.134 1.546  -0.333
O2 -0.177 1.148 -0.498  -0.313
O3 -1.843 -0.352 0.172  -0.363
O4 -1.332 1.622 1.487  -0.315
C1 -0.329 -2.946 6.225  -0.072
C2 -1.070 -2.404 4.976  -0.219
C3 -2.549 -1.935 5.202  -0.047
N1 -3.149 -1.130 3.958  -0.178
C4 -2.472 0.284 3.956  0.038
C5 -4.683 -1.047 4.015  -0.060
C6 -5.178 -1.696 2.731  -0.178
C7 -4.076 -1.759 1.797  -0.205
C8 -2.856 -1.931 2.671  -0.091
H1 0.682 -3.318 6.059  0.058
H2 -0.669 -3.854 6.722  0.084
H3 -0.314 -2.097 6.908  0.085
H4 -0.928 -3.244 4.297  0.077
H5 -0.423 -1.562 4.732  0.091
H6 -2.467 -1.106 5.906  0.120
H7 -3.201 -2.713 5.599  0.136
H8 -1.385 0.292 3.876  0.075
H9 -2.690 0.830 4.873  0.109
H10 -2.875 0.865 3.127  0.093
H11 -4.807 0.027 4.153  0.127
H12 -5.141 -1.524 4.881  0.135
H13 -6.007 -1.174 2.252  0.128
H14 -5.612 -2.668 2.962  0.128
H15 -4.125 -0.842 1.209  0.110
H16 -4.211 -2.424 0.944  0.120
H17 -1.983 -1.443 2.237  0.098
H18 -2.693 -2.994 2.848  0.135
C9 -0.512 5.645 -5.698  0.055
N2 -0.383 4.495 -4.649  -0.281
C10 -1.287 3.285 -4.991  0.002
C11 1.049 3.975 -4.487  0.024
C12 -0.863 5.088 -3.239  -0.034
C13 -0.583 4.272 -1.948  -0.208
O5 -1.186 2.987 -1.959  -0.099
H19 0.022 6.528 -5.349  0.117
H20 -1.587 5.782 -5.817  0.100
H21 -0.175 5.212 -6.640  0.106
H22 -1.407 2.505 -4.239  0.069
H23 -0.949 2.801 -5.907  0.100
H24 -2.286 3.709 -5.098  0.094
H25 1.368 3.548 -5.438  0.103
H26 1.038 3.225 -3.696  0.093
H27 1.784 4.684 -4.105  0.109
H28 -1.935 5.263 -3.331  0.128
H29 -0.334 6.037 -3.146  0.125
H30 -0.958 4.703 -1.020  0.103
H31 0.479 4.191 -1.715  0.107
H32 -0.615 2.400 -1.458  0.009
C14 -0.071 -5.105 -2.553  0.029
N3 -1.574 -4.804 -2.653  -0.308
C15 -1.742 -3.621 -3.531  -0.023
C16 -2.162 -6.013 -3.451  0.046
C17 -2.246 -4.711 -1.258  -0.046
C18 -1.715 -3.640 -0.317  -0.224
O6 -2.062 -2.521 -1.024  -0.140
H33 0.144 -6.067 -2.088  0.115
H34 0.405 -4.378 -1.896  0.091
H35 0.357 -5.087 -3.555  0.110
H36 -1.184 -3.802 -4.450  0.101
H37 -1.300 -2.726 -3.094  0.088
H38 -2.819 -3.663 -3.695  0.103
H39 -1.671 -6.892 -3.034  0.109
H40 -1.699 -5.989 -4.438  0.107
H41 -3.248 -5.928 -3.482  0.115
H42 -2.089 -5.659 -0.743  0.140
H43 -3.313 -4.585 -1.440  0.140
H44 -0.672 -3.367 -0.158  0.118
H45 -2.182 -3.625 0.668  0.117
H46 -1.977 -1.741 -0.470  -0.009
C19 -0.050 8.173 3.033  -0.007
N4 0.007 6.929 2.213  -0.311
C20 -0.706 7.069 0.833  0.058
C21 1.485 6.670 1.838  0.018
C22 -0.591 5.768 3.113  -0.057
C23 -1.264 4.588 2.380  -0.196
O7 -0.255 3.829 1.635  -0.110
H47 -1.089 8.486 3.136  0.112
H48 0.393 8.928 2.383  0.105
H49 0.488 8.064 3.975  0.123
H50 -0.418 8.074 0.527  0.114
H51 -1.760 7.025 1.108  0.102
H52 -0.399 6.217 0.226  0.076
H53 2.008 7.585 1.561  0.120
H54 1.492 5.818 1.158  0.083
H55 1.951 6.196 2.702  0.099
H56 -1.356 6.159 3.784  0.132
H57 0.177 5.267 3.703  0.124
H58 -2.123 4.874 1.772  0.113
H59 -1.677 3.942 3.155  0.120
H60 -0.638 2.990 1.367  -0.028
C24 3.829 -5.258 2.936  0.036
N5 2.283 -5.266 2.780  -0.303
C25 1.933 -6.746 2.737  -0.011
C26 1.623 -4.724 4.041  0.003
C27 1.873 -4.636 1.433  -0.077
C28 1.840 -3.125 1.467  -0.215
O8 0.667 -2.696 2.155  -0.085
H61 4.114 -5.601 3.930  0.117
H62 4.211 -4.241 3.028  0.100
H63 4.374 -5.692 2.097  0.112
H64 0.874 -6.891 2.526  0.099
H65 2.124 -7.273 3.672  0.115
H66 2.627 -7.188 2.021  0.105
H67 1.976 -3.695 4.097  0.082
H68 2.007 -5.311 4.876  0.105
H69 0.574 -4.963 3.861  0.100
H70 0.890 -5.021 1.166  0.119
H71 2.701 -4.883 0.768  0.130
H72 1.831 -2.698 0.464  0.106
H73 2.802 -2.797 1.859  0.118
H74 0.427 -1.768 2.107  0.017
C29 3.662 3.100 1.414  0.031
N6 3.331 1.937 2.356  -0.321
C30 3.333 0.614 1.521  0.056
C31 4.363 1.818 3.426  0.017
C32 1.925 2.206 3.008  -0.055
C33 1.467 1.303 4.209  -0.193
O9 1.431 -0.034 3.808  -0.104
H75 4.573 2.837 0.878  0.119
H76 3.799 4.007 2.003  0.109
H77 2.872 3.065 0.664  0.090
H78 3.005 -0.187 2.183  0.096
H79 4.277 0.441 1.005  0.104
H80 2.630 0.973 0.769  0.088
H81 5.333 1.573 2.993  0.121
H82 4.018 1.045 4.112  0.086
H83 4.383 2.811 3.874  0.111
H84 1.314 2.137 2.109  0.090
H85 1.790 3.241 3.321  0.116
H86 0.422 1.578 4.355  0.112
H87 2.059 1.295 5.125  0.131
H88 0.862 0.055 3.040  -0.004
C34 -5.306 -0.925 -2.481  0.039
N7 -4.373 0.114 -3.200  -0.289
C35 -5.155 1.392 -3.055  0.012
C36 -3.098 0.224 -2.352  0.011
C37 -4.042 -0.431 -4.658  -0.059
C38 -4.841 0.181 -5.748  -0.228
O10 -6.292 0.028 -5.738  -0.038
H89 -6.285 -0.803 -2.945  0.101
H90 -5.520 -0.609 -1.460  0.104
H91 -4.790 -1.872 -2.636  0.092
H92 -6.140 1.252 -3.499  0.102
H93 -4.597 2.063 -3.709  0.105
H94 -5.350 1.629 -2.009  0.121
H95 -2.600 -0.744 -2.289  0.081
H96 -3.279 0.643 -1.362  0.104
H97 -2.487 0.950 -2.887  0.080
H98 -4.016 -1.518 -4.737  0.126
H99 -3.013 -0.077 -4.722  0.123
H100 -4.458 -0.108 -6.727  0.136
H101 -4.734 1.258 -5.877  0.123
H102 -6.460 -0.903 -5.901  0.093
C39 2.689 -2.241 -6.053  0.066
N8 2.643 -1.293 -4.723  -0.267
C40 4.119 -1.003 -4.253  0.054
C41 2.111 0.062 -5.175  -0.014
C42 1.796 -1.976 -3.648  -0.116
C43 1.501 -1.267 -2.375  -0.226
O11 0.631 -0.241 -2.752  -0.075
H103 3.125 -3.192 -5.749  0.100
H104 3.354 -1.821 -6.808  0.104
H105 1.666 -2.417 -6.386  0.092
H106 4.498 -1.888 -3.740  0.093
H107 4.126 -0.286 -3.432  0.108
H108 4.825 -0.758 -5.046  0.116
H109 1.073 -0.151 -5.429  0.095
H110 2.631 0.415 -6.066  0.107
H111 2.234 0.745 -4.334  0.095
H112 2.437 -2.831 -3.430  0.128
H113 0.842 -2.240 -4.102  0.113
H114 2.389 -0.921 -1.846  0.122
H115 0.952 -1.948 -1.725  0.115
H116 0.320 0.267 -1.999  0.035
B1 3.212 5.517 -1.482  -1.413
F1 4.292 5.813 -2.238  0.179
F2 3.376 6.064 -0.180  0.082
F3 2.156 6.160 -2.116  0.094
F4 2.795 4.246 -1.436  0.161
B2 4.508 -2.601 -0.869  -1.411
F5 3.430 -3.299 -1.283  0.159
F6 4.322 -1.243 -0.785  0.135
F7 5.012 -3.075 0.378  0.088
F8 5.534 -2.832 -1.749  0.141
C44 3.833 -1.765 5.433  -0.050
C45 4.109 -2.801 6.492  -0.838
O12 3.504 -3.859 6.387  -0.068
O13 4.949 -2.520 7.359  -0.038
H117 3.408 -2.167 4.513  0.030
H118 4.604 -1.056 5.130  0.059
H119 3.059 -1.096 5.809  0.057

---

[2]
This record from OMol25 describes a structure of composition C45H121F3MnN11O14S in a non-equilibrium geometry. The level of theory is ωB97M-V/def2-TZVPD.

As for the charge: +1. The expectation value of S² is 8.753. The spin multiplicity is 6. The value obtained for the HOMO-LUMO gap (alpha / beta) is 7.685 / 7.353 eV. The calculation puts the HOMO energy (alpha / beta) at -9.76 / -9.76 eV. The lowest unoccupied orbital energy (alpha / beta) is -2.0755 / -2.4076 eV. The value obtained for the energy relative to the best compared isomer or geometry (same formula, charge and spin) is 3.476 eV.

Last column: Mulliken spin population.
CARTESIAN COORDINATES (ANGSTROEM)
Mn1 15.880 8.451 18.008  4.820
C1 11.963 6.203 17.902  0.003
F1 10.974 5.652 17.207  -0.001
F2 11.596 6.671 19.090  -0.002
F3 13.054 5.411 17.996  -0.004
S1 12.629 7.720 16.959  0.021
O1 11.612 8.763 17.110  0.005
O2 13.912 8.046 17.660  -0.107
O3 12.782 7.201 15.582  0.006
C2 17.359 4.651 16.458  -0.003
C3 16.395 5.675 17.030  0.029
C4 16.413 5.532 18.553  -0.012
O4 15.871 6.724 19.173  0.070
C5 15.964 6.643 20.577  0.030
N1 16.886 7.039 16.729  -0.023
H1 17.181 4.763 15.388  -0.001
H2 16.996 3.662 16.738  0.003
H3 18.369 4.944 16.739  -0.001
H4 15.382 5.649 16.628  -0.015
H5 17.424 5.443 18.953  -0.004
H6 15.833 4.665 18.871  -0.001
H7 15.523 7.455 21.157  -0.006
H8 16.969 6.634 21.005  -0.001
H9 15.435 5.784 20.991  -0.003
H10 16.891 7.084 15.715  0.003
H11 17.899 6.998 16.760  0.025
C6 7.980 7.729 18.383  0.000
C7 8.346 9.212 18.649  0.000
C8 9.263 9.347 19.866  0.000
O5 8.690 8.623 20.986  0.000
C9 9.494 8.718 22.117  0.000
N2 9.011 9.696 17.460  0.000
H12 7.322 7.773 17.514  0.000
H13 7.409 7.407 19.254  0.000
H14 8.781 7.031 18.141  0.000
H15 7.439 9.784 18.850  0.000
H16 9.388 10.404 20.107  0.000
H17 10.214 8.847 19.674  0.000
H18 9.813 9.664 22.562  0.000
H19 10.494 8.291 22.004  0.000
H20 9.018 8.178 22.935  0.000
H21 8.592 9.209 16.679  0.000
H22 9.924 9.254 17.497  -0.003
C10 17.140 10.731 14.428  0.007
C11 16.961 10.574 15.981  0.056
C12 16.895 11.940 16.661  0.026
O6 16.936 11.811 18.085  0.008
C13 17.143 13.029 18.860  0.000
N3 15.790 9.730 16.202  0.022
H23 17.677 9.961 13.874  -0.001
H24 17.783 11.603 14.285  -0.001
H25 16.318 11.011 13.768  0.000
H26 17.849 10.040 16.324  -0.028
H27 15.987 12.453 16.338  -0.001
H28 17.803 12.484 16.395  0.000
H29 18.132 13.464 18.712  0.000
H30 17.150 12.722 19.906  -0.001
H31 16.390 13.812 18.764  0.000
H32 15.763 9.186 15.347  -0.004
H33 14.978 10.312 15.990  0.020
C14 7.614 -0.441 18.789  0.000
C15 8.592 -0.715 17.627  0.000
C16 9.614 0.419 17.535  0.000
O7 8.886 1.643 17.451  0.000
C17 9.594 2.809 17.094  0.000
N4 9.300 -1.960 17.879  0.000
H34 6.996 0.425 18.553  0.000
H35 8.163 -0.389 19.729  0.000
H36 6.874 -1.237 18.886  0.000
H37 8.017 -0.812 16.705  0.000
H38 10.324 0.278 16.718  0.000
H39 10.122 0.530 18.495  0.000
H40 10.080 2.684 16.124  0.000
H41 10.425 3.101 17.740  0.000
H42 8.941 3.666 16.933  0.000
H43 8.853 -2.765 17.460  0.000
H44 10.099 -1.884 17.260  0.000
C18 14.351 5.968 12.332  0.000
C19 15.396 6.479 13.305  0.000
C20 16.802 6.644 12.737  0.000
O8 17.755 7.036 13.769  0.000
C21 19.114 7.104 13.299  0.000
N5 14.926 7.672 13.995  -0.004
H45 13.348 6.254 12.650  0.000
H46 14.277 4.882 12.395  0.000
H47 14.405 6.375 11.322  0.000
H48 15.488 5.677 14.040  0.000
H49 16.811 7.513 12.076  0.000
H50 17.056 5.761 12.148  0.000
H51 19.888 7.217 14.059  0.000
H52 19.148 8.002 12.681  0.000
H53 19.400 6.223 12.724  0.000
H54 14.056 7.403 14.445  0.002
H55 14.818 8.399 13.300  0.000
C22 9.073 13.643 18.081  0.000
C23 10.492 13.176 17.655  0.000
C24 11.625 14.204 17.812  0.000
O9 12.734 13.934 16.929  0.000
C25 13.814 14.816 17.072  0.000
N6 10.803 11.990 18.436  0.000
H56 9.075 13.802 19.160  0.000
H57 8.247 13.003 17.776  0.000
H58 8.829 14.626 17.674  0.000
H59 10.531 12.921 16.593  0.000
H60 11.897 14.376 18.855  0.000
H61 11.209 15.176 17.536  0.000
H62 14.055 15.112 18.093  0.000
H63 13.580 15.603 16.352  0.000
H64 14.702 14.361 16.631  0.000
H65 11.657 11.517 18.170  0.000
H66 10.108 11.306 18.158  0.000
C26 13.116 9.414 20.619  -0.023
C27 13.785 10.344 19.627  -0.020
C28 13.699 11.843 20.043  -0.003
O10 14.684 12.220 20.989  -0.001
C29 14.550 13.551 21.458  0.000
N7 15.217 9.998 19.458  0.074
H67 12.054 9.652 20.696  0.001
H68 13.446 9.582 21.645  0.002
H69 13.197 8.374 20.304  0.015
H70 13.230 10.273 18.691  0.065
H71 12.725 12.089 20.469  -0.002
H72 13.803 12.491 19.170  0.003
H73 15.041 14.184 20.717  0.000
H74 15.143 13.735 22.354  0.000
H75 13.548 13.880 21.733  0.000
H76 15.611 10.857 19.092  -0.051
H77 15.531 10.036 20.420  0.015
C30 12.911 4.480 21.596  0.000
C31 12.298 5.746 22.283  0.000
C32 11.392 5.511 23.500  0.000
O11 10.989 6.748 24.056  0.000
C33 10.164 6.517 25.158  0.000
N8 13.424 6.521 22.882  0.000
H78 13.625 4.719 20.809  0.000
H79 12.116 3.863 21.175  0.000
H80 13.456 3.877 22.324  0.000
H81 11.845 6.327 21.480  0.000
H82 11.868 4.963 24.316  0.000
H83 10.579 4.824 23.251  0.000
H84 10.657 5.944 25.945  0.000
H85 9.181 6.116 24.903  0.000
H86 9.843 7.427 25.668  0.000
H87 12.916 7.104 23.536  0.000
H88 13.866 5.938 23.583  0.000
C34 11.432 10.948 14.167  0.000
C35 12.980 11.078 14.331  -0.002
C36 13.475 12.463 13.838  0.000
O12 13.517 12.457 12.406  0.000
C37 13.856 13.670 11.852  0.000
N9 13.261 11.001 15.800  -0.002
H89 11.258 11.022 13.092  0.000
H90 10.920 11.792 14.632  0.000
H91 10.867 10.080 14.506  0.000
H92 13.407 10.232 13.790  0.000
H93 14.517 12.629 14.128  0.000
H94 13.017 13.323 14.330  0.000
H95 13.087 14.402 12.108  0.000
H96 13.931 13.695 10.765  0.000
H97 14.804 13.989 12.291  0.000
H98 13.079 11.938 16.137  -0.001
H99 12.594 10.331 16.158  0.001
C38 14.473 -1.085 14.329  0.000
C39 13.914 0.283 13.908  0.000
C40 14.169 1.367 15.014  0.000
O13 13.192 1.033 15.969  0.000
C41 13.281 1.884 17.098  0.000
N10 14.484 0.712 12.640  0.000
H100 14.156 -1.375 15.331  0.000
H101 15.556 -0.984 14.255  0.000
H102 14.168 -1.857 13.622  0.000
H103 12.838 0.198 13.753  0.000
H104 13.963 2.358 14.603  0.000
H105 15.163 1.317 15.462  0.000
H106 13.181 2.932 16.809  0.000
H107 14.232 1.660 17.583  0.000
H108 12.420 1.623 17.712  0.000
H109 15.397 1.143 12.665  0.000
H110 14.461 -0.009 11.932  0.000
C42 11.327 4.185 10.599  0.000
C43 11.923 3.158 11.494  0.000
C44 10.879 2.490 12.443  0.000
O14 10.175 3.469 13.126  0.000
C45 10.908 4.163 14.146  0.000
N11 12.665 2.158 10.750  0.000
H111 10.675 4.824 11.195  0.000
H112 10.666 3.782 9.831  0.000
H113 12.097 4.778 10.104  0.000
H114 12.722 3.687 12.015  0.000
H115 11.320 1.832 13.195  0.000
H116 10.137 1.944 11.859  0.000
H117 10.262 4.727 14.817  0.000
H118 11.568 4.899 13.682  0.000
H119 11.646 3.602 14.724  0.000
H120 13.385 1.720 11.312  0.000
H121 12.161 1.414 10.290  0.000

---

Computed electronic energy, in the same sequence as the records: -121041.1608, -143981.4087 eV.